{
  "formula": "C3H5N3S",
  "method": "ωB97M-V/def2-TZVPD",
  "largest_force_ev_per_a": 3.68,
  "smiles": "[H]/N=c1\\cc[nH]n1S",
  "e_homo_ha": -0.3082,
  "mol_weight_g_mol": 115.16,
  "e_lumo_ev": 0.740,
  "species": ["C", "C", "C", "H", "H", "H", "H", "H", "N", "N", "N", "S"],
  "coordinates": [[1.215, -1.047, -0.215], [0.228, -1.237, 0.762], [-0.697, -0.120, 0.603], [-0.248, 3.137, -0.979], [1.734, 0.592, -1.181], [1.998, -1.695, -0.512], [0.073, -2.043, 1.450], [-2.300, -0.529, 1.644], [-0.089, 0.809, -0.365], [0.948, -0.006, -1.109], [-1.824, 0.184, 1.123], [-1.038, 1.956, -1.221]],
  "forces_ev_per_angstrom": [[-3.0, -0.7, 1.3], [1.9, 1.3, -2.8], [-0.8, 1.2, -0.1], [-1.0, -1.7, -0.1], [1.0, 0.7, -0.4], [0.8, -0.5, 0.2], [0.2, -0.2, 0.1], [0.4, -0.4, 0.5], [0.4, -1.4, 0.0], [-2.0, 0.6, 2.0], [0.5, 0.3, -1.1], [1.5, 0.6, 0.5]],
  "lowdin_charge": [-0.1019, 0.0002, -0.4790, -0.1037, 0.1003, 0.1002, 0.0930, 0.0347, -0.4731, 0.0006, 0.0914, 0.7371]
}